Computed, not measured: a single C31H34N4O2 molecule, with the ωB97M-V functional and the def2-TZVPD basis.

```
! RIJCOSX wB97M-V def2-TZVPD def2/J DEFGRID3
* xyz 0 1
O 1.798 3.963 -1.222
C 1.744 2.779 -0.967
N 0.845 2.237 -0.131
H 0.811 1.243 0.037
C -0.126 3.029 0.585
H -0.207 3.991 0.074
H 0.232 3.219 1.605
C -1.488 2.335 0.619
N -1.383 0.924 0.959
C -0.851 0.686 2.293
H 0.127 1.160 2.389
H -1.523 1.104 3.063
C -0.690 -0.812 2.529
N -1.979 -1.468 2.413
C -2.510 -1.234 1.084
H -3.482 -1.725 1.002
C -2.676 0.263 0.860
H -3.095 0.444 -0.134
H -3.382 0.660 1.610
H -1.840 -1.648 0.309
C -1.899 -2.887 2.714
C -3.270 -3.498 2.812
C -4.261 -2.849 3.540
C -5.526 -3.397 3.647
C -5.815 -4.604 3.033
C -4.833 -5.257 2.309
C -3.569 -4.704 2.196
H -2.806 -5.216 1.626
H -5.053 -6.199 1.826
H -6.802 -5.034 3.118
H -6.290 -2.883 4.213
H -4.026 -1.907 4.011
H -1.397 -2.988 3.683
H -1.293 -3.429 1.966
H -0.306 -0.974 3.540
H 0.040 -1.221 1.811
H -1.939 2.393 -0.376
H -2.141 2.882 1.322
C 2.765 1.786 -1.555
C 3.636 1.269 -0.451
C 4.716 2.007 0.014
C 5.493 1.531 1.056
C 5.197 0.313 1.648
C 4.119 -0.424 1.198
C 3.336 0.049 0.150
C 2.174 -0.759 -0.290
O 1.737 -1.685 0.380
N 1.598 -0.394 -1.462
C 0.488 -1.165 -1.975
C -0.700 -0.232 -2.163
C -0.306 0.856 -3.117
C -1.256 1.480 -3.916
C -0.890 2.444 -4.835
C 0.446 2.773 -4.984
C 1.398 2.160 -4.192
C 1.033 1.216 -3.239
C 2.111 0.637 -2.343
H 2.892 0.187 -2.985
H 2.439 2.419 -4.319
H 0.748 3.509 -5.713
H -1.641 2.925 -5.443
H -2.295 1.197 -3.811
H -1.561 -0.780 -2.547
H -0.968 0.193 -1.192
H 0.276 -1.953 -1.251
H 0.771 -1.622 -2.932
H 3.858 -1.372 1.644
H 5.805 -0.057 2.459
H 6.333 2.113 1.406
H 4.941 2.960 -0.443
H 3.372 2.381 -2.244
*
```

Calculated values
Highest occupied orbital energy (Eh): -0.31705
Largest force on an atom (eV/Å): 0.626
Relative energy (zero: lowest compared OMol25 entry of this formula, charge and spin) (kcal per mole): 0.0
Orbital gap (eV): 9.135
Electronic energy (Eh): -1571.2714
SMILES: O=C(NCCN1CCN(Cc2ccccc2)CC1)[C@H]1c2ccccc2C(=O)N2CCc3ccccc3[C@@H]12

These are the Löwdin partial charges, in e, on atoms 1 to 4: 0.08 -0.45 0.11 0.12